Record 1
Density functional theory data (ωB97M-V with the def2-TZVPD basis set) for one molecule with the formula C6H5N.

Each line ends with the natural charge from an NBO analysis.
CARTESIAN COORDINATES (ANGSTROEM)
N 0.602 -1.553 0.253  -0.5282
C -1.826 0.927 1.299  -0.2185
C -0.507 -0.767 -0.255  -0.1593
C -1.204 0.173 0.594  -0.0381
C 0.932 -0.560 -0.741  -0.0725
C 2.093 0.511 -0.328  -0.1208
C 1.107 1.254 -0.563  -0.2019
H 0.304 1.951 -0.718  0.2638
H -1.159 -1.322 -0.928  0.2342
H 0.888 -1.233 1.176  0.3733
H 1.145 -0.965 -1.726  0.2228
H -2.375 1.585 1.937  0.2450

The orbital gap comes out at 0.371 Eh. The value obtained for the total energy is -286.11984 a.u. For the LUMO energy, the calculation gives 0.035 hartree. The calculation puts the relative energy (zero: lowest compared OMol25 entry of this formula, charge and spin) at 586.4 kJ/mol.


Record 2
Density functional theory data (ωB97M-V with the def2-TZVPD basis set) for C6H3N2OS as an isolated structure at a distorted geometry.

Each line ends with the natural charge from an NBO analysis.
CARTESIAN COORDINATES (ANGSTROEM)
S 0.995 1.248 3.662  -0.2115
O -2.919 -1.538 0.976  -0.5738
N -2.354 -0.461 4.595  -0.3604
N -1.860 -0.821 1.072  0.1047
C -1.435 -0.343 2.242  -0.0348
C 0.710 0.678 0.975  -0.4575
C -1.106 -0.663 -0.083  -0.1305
C -1.952 -0.418 3.488  0.2369
C 0.099 -0.060 -0.050  -0.1548
C 0.369 0.620 2.284  -0.0491
H -1.404 -1.198 -0.891  0.2061
H 1.633 1.295 0.915  0.2223
H 0.539 -0.093 -1.087  0.2023

The charge is -1. The orbital gap comes out at 0.267 Eh. The value obtained for the total energy is -813.28045 a.u. For the LUMO energy, the calculation gives 0.124 hartree. The calculation puts the relative energy (zero: lowest compared OMol25 entry of this formula, charge and spin) at 169.6 kJ/mol.


Record 3
Density functional theory data (ωB97M-V with the def2-TZVPD basis set) for one molecule with the formula C4H7NS at a distorted geometry.

Each line ends with the natural charge from an NBO analysis.
CARTESIAN COORDINATES (ANGSTROEM)
S -1.310 -0.902 0.022  0.0271
N 2.125 -1.137 -0.209  -0.2969
C 1.175 -0.499 -0.133  0.2581
C 0.212 1.036 1.357  -0.5918
C 0.015 0.324 -0.031  -0.2792
C -0.085 1.434 -1.116  -0.6028
H 0.901 1.987 -1.112  0.2288
H -0.745 1.591 1.539  0.2146
H -2.377 -0.154 -0.332  0.1283
H 0.456 0.264 2.133  0.2331
H 1.010 1.773 1.356  0.2189
H -0.770 2.215 -0.790  0.2234
H -0.293 0.938 -2.154  0.2384

The orbital gap comes out at 0.380 Eh. The value obtained for the total energy is -609.52428 a.u. For the LUMO energy, the calculation gives 0.022 hartree. Its SMILES is CC(C)(S)C#N. The calculation puts the relative energy (zero: lowest compared OMol25 entry of this formula, charge and spin) at 89.8 kJ/mol.


Record 4
Density functional theory data (ωB97M-V with the def2-TZVPD basis set) for C33H59BClMgN4O4P2Si as an isolated structure.

Each line ends with the Mulliken charge.
CARTESIAN COORDINATES (ANGSTROEM)
Cl 0.936 1.731 -2.796  1.6925
P -2.059 -0.666 -2.558  0.8506
P 0.662 1.206 2.368  0.8847
Si 4.227 1.667 -0.315  0.3167
Mg 1.008 0.046 -0.575  2.3234
O -0.104 2.000 -3.732  -0.6170
O 2.111 2.472 -3.120  -0.6921
O 0.499 2.040 -1.430  -0.6678
O 1.242 0.298 -2.755  -0.5609
N 3.107 0.361 -0.274  0.0082
N -1.118 -0.857 1.930  0.4766
N 2.339 -1.750 -0.554  0.3142
N -1.995 -1.679 0.008  0.5835
C 2.944 0.155 3.373  -1.9403
C -0.932 3.030 3.988  -1.8814
C 3.712 -3.680 -0.744  -0.9558
C -2.017 -0.710 -5.350  -2.0445
C -2.975 -2.795 -4.358  -1.8430
C 1.193 -3.852 -0.800  -0.8803
C -0.536 2.644 2.565  2.2436
C 2.471 -3.067 -0.690  0.3482
C -1.959 -1.667 -4.156  1.9767
C 5.176 1.735 -1.943  -1.2630
C -2.818 -1.887 3.479  -0.7186
C 4.842 -2.861 -0.683  -0.7520
C -4.958 -0.534 -2.983  -1.9797
C 0.061 3.858 1.842  -1.8063
C -2.774 -2.126 1.061  0.4316
C -0.551 -2.283 -4.129  -1.9900
C -3.725 0.227 -2.501  2.1761
C -4.499 -3.195 2.331  -0.8732
C -2.326 -2.057 -1.353  -1.1131
C -3.949 0.629 -1.036  -2.5998
C 1.420 0.938 5.181  -1.8777
C 1.925 1.240 3.767  2.0512
C -3.568 1.523 -3.306  -1.7010
C -3.906 -2.924 1.095  -0.6497
C -0.354 -0.221 2.978  -2.0773
C 3.285 3.265 -0.055  -0.7490
C -3.964 -2.685 3.504  -0.8782
C 5.520 1.567 1.068  -1.2865
C -1.798 2.239 1.789  -1.8913
C 4.722 -1.501 -0.546  -0.9538
C 3.423 -0.925 -0.454  0.7648
C -2.232 -1.606 2.256  0.4945
C 2.638 2.593 3.775  -1.8135
B -0.870 -0.861 0.485  -0.3312
H 5.483 2.762 -2.162  0.3654
H 0.265 3.620 0.796  0.0599
H 2.998 2.865 2.781  0.1776
H -4.432 -2.914 4.453  0.3725
H -3.986 -2.422 -4.511  0.2819
H 0.336 -0.935 3.443  0.6941
H -3.407 1.340 -4.369  0.2992
H 0.409 -3.378 -0.208  -0.0152
H 3.502 2.542 4.446  0.5454
H -2.719 2.103 -2.942  0.2152
H 2.830 3.618 -0.981  0.3512
H -5.857 0.053 -2.761  0.4867
H 5.598 -0.870 -0.508  0.2549
H -3.063 1.109 -0.616  0.6095
H 5.097 1.868 2.029  0.2473
H 0.788 1.732 5.576  0.2838
H -2.698 -3.370 -5.249  0.5536
H -2.396 -1.510 4.403  0.4866
H -0.441 -3.004 -3.317  0.3938
H -2.994 -3.493 -3.519  0.2435
H -4.200 -0.223 -0.404  0.2636
H 0.862 0.001 5.233  0.2837
H 3.949 4.045 0.330  0.4421
H -1.546 1.917 0.776  -0.1315
H -1.029 0.115 3.773  0.2504
H -2.345 1.427 2.271  0.1566
H 0.858 -3.873 -1.840  0.1503
H 0.215 -1.519 -4.004  0.2522
H -3.364 -2.394 -1.396  -0.0528
H -5.383 -3.819 2.369  0.3861
H 2.533 -0.849 3.502  0.3096
H 3.826 0.234 4.017  0.5627
H -4.781 1.339 -0.988  0.6913
H -4.325 -3.344 0.190  0.4356
H -0.658 4.683 1.868  0.5689
H -0.101 3.476 4.537  0.3556
H -1.317 0.119 -5.224  0.3172
H 3.261 0.255 2.334  0.2034
H -1.713 -2.905 -1.677  0.2707
H 5.831 -3.304 -0.744  0.4095
H -1.736 3.773 3.951  0.4683
H 6.075 1.114 -1.928  0.3310
H -2.465 3.105 1.719  0.7718
H 1.330 -4.882 -0.471  0.4785
H 1.989 3.393 4.135  0.2502
H -1.302 2.176 4.559  0.2388
H -5.068 -1.499 -2.483  0.2929
H 4.536 1.401 -2.761  0.2664
H -4.476 2.127 -3.201  0.5052
H 0.988 4.209 2.296  0.3614
H 3.792 -4.754 -0.842  0.4565
H 6.358 2.237 0.852  0.4410
H 2.481 3.107 0.667  -0.0887
H -3.017 -0.302 -5.499  0.3538
H 2.282 0.838 5.850  0.5587
H 5.921 0.558 1.191  0.3329
H -4.938 -0.705 -4.060  0.3403
H -0.370 -2.815 -5.069  0.5493
H -1.743 -1.253 -6.261  0.5105

The charge is -1. The orbital gap comes out at 0.251 Eh. The value obtained for the total energy is -3470.24176 a.u. For the LUMO energy, the calculation gives 0.094 hartree. The calculation puts the relative energy (zero: lowest compared OMol25 entry of this formula, charge and spin) at 0.0 kJ/mol.